The following is a quantum chemistry calculation of a molecular structure, C12H8Cl3GeIrN2O2S3, from the OMol25 dataset.

```
! wB97M-V def2-TZVPD RIJCOSX def2/J DEFGRID3
* xyz -2 5
Ir 0.7787 0.7182 0.6436
S 1.3931 3.0591 0.4879
C -0.1442 3.8514 0.2133
C -0.2049 5.2537 0.2310
C -1.3968 5.9327 0.0428
C -2.5699 5.2128 -0.1794
C -2.5200 3.8302 -0.2284
C -1.3179 3.1308 -0.0403
S -1.3456 1.3820 -0.1813
H 0.7156 5.8030 0.3994
H -1.4129 7.0173 0.0634
H -3.5148 5.7267 -0.3187
H -3.4208 3.2548 -0.4149
O 2.7232 0.5972 -0.5515
N 3.1801 -0.6032 -0.8636
C 4.5106 -0.7252 -1.0704
C 5.0739 -1.9131 -1.4408
C 4.2359 -3.0251 -1.6017
C 2.8947 -2.8931 -1.3629
C 2.3230 -1.6613 -0.9703
S 0.6709 -1.4567 -0.6345
H 5.0610 0.1919 -0.9238
H 6.1429 -1.9683 -1.5946
H 4.6440 -3.9802 -1.9081
H 2.2144 -3.7284 -1.4640
O 0.0625 0.3034 4.9233
C 0.3719 0.3134 3.7739
N 0.7323 0.3089 2.6378
Cl -3.7540 -2.4362 -1.9816
Ge -3.0675 -2.1167 0.2102
Cl -5.2065 -1.8296 1.0817
Cl -2.8961 -4.3809 0.7347
*
```

Properties
Strongest force on any atom in eV Å⁻¹: 0.54
HOMO-LUMO gap (spin up / spin down) in hartree: 0.2017 / 0.2383